ORCA calculation (wB97M-V/def2-TZVPD) on a cluster of 2 separate species, C4H12NO3 in total at a distorted geometry.

As for the frontier orbital gap: 11.9658 eV. As for the spin multiplicity: 1. For the HOMO energy, the calculation gives -15.140 eV. Its total charge is +1. As for the energy above the lowest of the compared OMol25 structures with the same formula, charge and spin: 253.0 kJ/mol.

Geometry (Å):
C 2.33690 0.17979 0.68980
C -1.81133 1.41752 0.31290
C 1.30842 -0.63515 -0.12053
C 0.01463 -0.15551 0.51860
N -0.55093 0.87450 -0.12545
O 1.26635 -0.23443 -1.50340
O -1.42565 -1.35955 -0.94345
O -0.61344 -0.56299 1.57463
H 2.06711 0.14483 1.72002
H 2.19795 1.23906 0.33439
H 3.30478 -0.32800 0.45202
H -2.27952 2.25808 -0.28667
H -2.54698 0.66673 0.26719
H -1.74134 1.77186 1.34035
H 1.27865 -1.77410 -0.11038
H -0.25121 0.85853 -1.15661
H -1.29990 -1.30672 -2.12962
H 2.02926 -0.64814 -1.91655
H -1.81329 -2.23996 -0.73130
H -1.47050 -0.16638 1.81404

Forces on the atoms, in the same order (eV/Å):
C 0.445 -0.659 -1.977
C -0.602 1.714 -0.317
C -1.359 -0.960 0.547
C -3.292 2.772 -2.339
N 1.831 -0.663 -1.533
O -0.021 -0.199 1.039
O -0.031 -0.911 -5.338
O 1.888 -1.482 0.932
H 0.299 -0.195 0.950
H 0.715 -1.080 0.268
H -0.387 1.174 0.619
H 1.360 -0.897 0.408
H -1.091 -1.250 -0.010
H 0.145 0.200 0.012
H 0.591 1.428 0.558
H -0.546 0.675 2.077
H -0.738 -0.672 5.695
H 0.100 0.072 -0.275
H 0.289 0.694 -0.740
H 0.403 0.236 -0.578

Mulliken atomic charge list, values in e, 8 entries:
1 C -1.129
2 C -1.150
3 C 0.345
4 C 0.308
5 N -0.066
6 O -0.599
7 O -0.625
8 O -0.476


ORCA calculation (wB97M-V/def2-TZVPD) on a structure of composition C4H12NO4PYb at a distorted geometry.

As for the frontier orbital gap: 5.7016 eV. As for the spin multiplicity: 1. For the HOMO energy, the calculation gives -15.727 eV. Its total charge is +2.

Geometry (Å):
C -2.80228 1.39315 -0.87220
O -1.44260 1.12014 -0.53740
C -0.93018 -0.00691 -1.17678
C 0.14281 -0.53134 -0.22125
O -0.40650 -0.52219 1.11998
C -0.13876 -1.69350 1.83948
P 1.53570 0.65631 -0.22974
N 1.85410 1.23526 -1.61393
O 2.79898 -0.31274 0.39056
O 1.23516 1.68653 0.90112
H -2.98601 2.42606 -0.62263
H -3.00169 1.22326 -1.92306
H -3.48652 0.79843 -0.27506
H -0.48631 0.26428 -2.13105
H -1.65414 -0.80770 -1.32494
H 0.50855 -1.51704 -0.51695
H -0.94092 -2.42593 1.81664
H 0.82287 -2.10877 1.44224
H 0.03457 -1.42362 2.88111
H 2.79003 0.97046 -1.90714
H 3.53162 0.29111 0.61705
H 0.27909 1.83723 1.02218
Yb 2.74242 -2.55246 1.32178

Forces on the atoms, in the same order (eV/Å):
C -0.197 0.241 0.209
O -0.018 0.094 0.014
C 0.193 -0.286 0.171
C -0.192 0.978 0.757
O 0.493 -1.339 -0.281
C -0.268 1.284 0.440
P -0.699 0.994 -2.093
N 0.726 -0.942 0.893
O 0.250 -0.671 1.217
O -0.064 -0.297 0.606
H 0.022 0.320 -0.083
H 0.065 0.046 -0.270
H 0.010 -0.350 0.115
H 0.118 -0.142 -0.253
H -0.339 0.033 0.050
H -0.166 -0.250 -0.217
H 0.124 -0.381 -0.407
H -1.155 -0.345 0.055
H 0.021 0.003 0.176
H -0.103 0.396 -0.716
H 0.047 -0.069 -0.116
H -0.019 0.133 0.123
Yb 1.151 0.552 -0.391

Mulliken atomic charge list, values in e, 8 entries:
1 C -0.831
2 O -0.320
3 C -1.032
4 C 0.015
5 O -0.270
6 C -0.472
7 P 0.879
8 N -0.614


ORCA calculation (wB97M-V/def2-TZVPD) on a cluster of 2 separate species, C4H12NOS in total at a distorted geometry.

As for the frontier orbital gap: 5.8738 eV. As for the spin multiplicity: 1. For the HOMO energy, the calculation gives -2.467 eV. Its total charge is -1. As for the energy above the lowest of the compared OMol25 structures with the same formula, charge and spin: 51.6 kJ/mol.

Geometry (Å):
C 1.21488 0.89118 0.43602
N 0.07383 -0.00972 0.22627
C 0.49126 -1.17544 -0.57578
C -0.69506 -2.06068 -0.98067
S -0.16323 -3.75013 -1.42381
C 0.88618 1.90903 1.54521
H 1.34471 1.43922 -0.50053
H 2.16870 0.38860 0.61373
H -0.37971 -0.23100 1.10544
H 0.94943 -0.80126 -1.49654
H 1.26027 -1.76795 -0.07097
H -1.40398 -1.98086 -0.13896
H -1.22231 -1.64042 -1.84286
H 0.08971 1.59327 2.21977
H 0.60279 2.86129 1.09677
H 1.73338 2.10513 2.19946
H -1.55917 0.78486 -0.54536
H -2.90558 0.34237 -1.15555
O -2.48611 1.10252 -0.71164

Forces on the atoms, in the same order (eV/Å):
C -1.026 0.518 0.241
N 0.765 0.472 -0.566
C -0.622 -0.041 -0.352
C 0.220 -0.018 0.302
S -0.160 0.109 0.183
C 0.367 0.193 -0.098
H 0.157 -0.012 -0.037
H -0.053 -0.370 0.250
H 0.276 -0.455 -0.058
H 0.105 0.140 0.097
H -0.114 -0.125 0.136
H -0.021 -0.504 -0.059
H 0.116 0.275 0.046
H -0.156 -0.175 -0.230
H -0.187 0.006 0.148
H 0.255 0.022 -0.079
H -0.470 0.092 0.064
H 0.321 0.477 0.305
O 0.225 -0.604 -0.292

Mulliken atomic charge list, values in e, 8 entries:
1 C -0.433
2 N -0.233
3 C -0.689
4 C -0.643
5 S -0.641
6 C -1.094
7 H 0.312
8 H 0.381


ORCA calculation (wB97M-V/def2-TZVPD) on a cluster of 2 separate species, C4H12NOS in total at a distorted geometry.

As for the frontier orbital gap: 6.7515 eV. As for the spin multiplicity: 1. For the HOMO energy, the calculation gives -2.957 eV. Its total charge is -1. As for the energy above the lowest of the compared OMol25 structures with the same formula, charge and spin: 189.4 kJ/mol.

Geometry (Å):
C -1.39307 0.11937 2.23755
N 0.01518 0.15538 1.65767
C 0.21394 0.33228 0.25290
C 0.18583 -1.07346 -0.59958
S 1.69634 -1.99734 -0.07118
C -1.00017 1.11656 -0.38524
H -1.58165 1.04461 2.74286
H -1.55593 -0.87533 2.65950
H -2.17030 -0.01019 1.42445
H 0.52057 -0.76711 1.61917
H 1.14748 0.76002 0.08272
H 0.38468 -0.52730 -1.63757
H -0.85102 -1.43842 -0.44946
H -1.39021 1.96275 0.22878
H -0.57712 1.60184 -1.34671
H -1.80036 0.34192 -0.66021
H 2.53396 -0.14873 -1.88192
H 2.89333 -0.74031 -3.07411
O 2.72852 0.14345 -2.79962

Forces on the atoms, in the same order (eV/Å):
C 0.866 -1.859 -3.484
N 0.151 -1.274 1.049
C -4.687 -0.878 -2.038
C 1.925 3.684 -0.275
S -0.902 -0.137 -0.444
C 1.193 0.507 -1.454
H -0.239 -0.029 0.883
H 0.285 0.591 1.321
H 0.659 0.711 0.499
H -0.646 0.360 1.804
H 1.547 0.958 -0.403
H -0.941 -1.935 1.451
H 0.749 -0.464 -0.385
H 0.102 -0.762 -0.291
H -0.979 -0.819 1.227
H 0.912 1.516 0.342
H -0.112 0.696 0.228
H 0.394 -1.244 -1.225
O -0.277 0.378 1.196

Mulliken atomic charge list, values in e, 8 entries:
1 C -0.779
2 N -0.390
3 C -0.169
4 C -0.830
5 S -0.582
6 C -1.246
7 H 0.292
8 H 0.351


ORCA calculation (wB97M-V/def2-TZVPD) on the ion C4H12NOS2 with charge +1 at a distorted geometry.

As for the frontier orbital gap: 8.7037 eV. As for the spin multiplicity: 1. For the HOMO energy, the calculation gives -12.010 eV. Its total charge is +1. As for the energy above the lowest of the compared OMol25 structures with the same formula, charge and spin: 207.3 kJ/mol. The SMILES is CSSC[C@@H]([NH3+])CO.

Geometry (Å):
C -0.18451 -2.91413 3.35682
S 0.86308 -1.76097 2.45265
S 0.12288 -0.32834 1.51024
C -0.34564 -0.42223 -0.29984
C -0.19949 1.00580 -0.78250
N 1.05447 1.79068 -0.46918
C -0.51065 0.96598 -2.31812
O 0.02244 2.10748 -2.88017
H 0.56366 -3.67715 3.77872
H -0.90098 -3.41992 2.65496
H -0.80317 -2.39749 4.23465
H 0.44598 -1.13563 -0.59672
H -1.41059 -0.80178 -0.23663
H -1.05784 1.68851 -0.29659
H 1.88870 1.54083 -0.89349
H 1.36884 1.80101 0.48494
H 0.97286 2.76097 -0.73403
H -0.10459 0.10833 -2.71039
H -1.64663 0.87775 -2.40592
H -0.13883 2.21030 -3.84940

Forces on the atoms, in the same order (eV/Å):
C -1.972 -0.098 1.303
S 3.054 -3.252 1.217
S -2.379 4.176 -0.358
C 0.744 -1.394 2.510
C -3.414 1.401 -0.337
N -0.864 0.342 0.570
C -2.005 1.416 1.689
O 0.268 1.349 -1.295
H -1.129 1.223 -0.637
H 0.714 0.312 0.828
H 1.474 -1.130 -1.901
H -0.891 0.279 -0.965
H 1.371 0.542 -1.023
H 2.012 -1.570 -0.821
H 1.941 -1.449 -1.970
H -0.718 -0.381 1.353
H -0.710 0.535 -0.390
H 1.109 -2.156 -1.090
H 1.347 0.218 0.106
H 0.046 -0.365 1.211

Mulliken atomic charge list, values in e, 8 entries:
1 C -0.687
2 S -0.004
3 S -0.195
4 C -0.779
5 C 0.075
6 N -0.275
7 C -0.679
8 O -0.528


ORCA calculation (wB97M-V/def2-TZVPD) on the ion C4H12NOSe2 with charge +1 at a distorted geometry.

As for the frontier orbital gap: 9.4773 eV. As for the spin multiplicity: 1. For the HOMO energy, the calculation gives -12.678 eV. Its total charge is +1. As for the energy above the lowest of the compared OMol25 structures with the same formula, charge and spin: 11.3 kJ/mol. The SMILES is OCC[NH+](C[SeH])C[SeH].

Geometry (Å):
O 1.47361 -1.78406 0.44504
C 0.53932 -2.10110 -0.57644
C -0.05417 -0.76337 -1.02765
N -0.01648 0.38839 -0.15182
C -0.20260 1.77399 -0.93278
Se 0.55954 3.21208 0.09175
C -0.95671 0.21396 0.98899
Se 0.25561 -0.33232 2.53892
H 2.11006 -2.56280 0.62927
H -0.20366 -2.80815 -0.28319
H 1.02563 -2.57117 -1.44295
H -1.11154 -0.81887 -1.36894
H 0.50421 -0.48452 -1.99827
H 0.98879 0.43505 0.03429
H -1.16286 1.96584 -1.22812
H 0.50308 1.52704 -1.93540
H -0.46663 3.45824 1.10778
H -1.57803 1.19085 1.05674
H -1.55475 -0.56968 0.66512
H -0.65241 0.63059 3.38767

Forces on the atoms, in the same order (eV/Å):
O 1.526 -1.842 0.226
C 0.687 0.382 -0.070
C -0.778 -0.259 -4.371
N 0.600 1.633 -1.400
C 4.599 -2.442 -1.210
Se 0.732 0.299 -0.250
C 1.638 2.266 0.942
Se -2.703 1.980 0.673
H -1.618 1.837 -0.505
H -0.713 -0.358 0.748
H -0.010 0.330 0.110
H 0.622 -0.531 0.193
H -0.663 -0.175 1.574
H -0.157 0.293 1.393
H -2.589 -0.087 -0.569
H -1.938 1.319 2.751
H -0.342 -0.308 -0.202
H 1.239 -1.785 0.549
H -1.404 -1.375 -0.009
H 1.275 -1.177 -0.573

Mulliken atomic charge list, values in e, 8 entries:
1 O -0.519
2 C -0.552
3 C -0.729
4 N -0.033
5 C -0.852
6 Se 0.065
7 C -0.752
8 Se -0.003


ORCA calculation (wB97M-V/def2-TZVPD) on an isolated molecule of C4H12NP at a distorted geometry.

As for the frontier orbital gap: 9.1538 eV. As for the spin multiplicity: 1. For the HOMO energy, the calculation gives -8.038 eV. As for the energy above the lowest of the compared OMol25 structures with the same formula, charge and spin: 197.4 kJ/mol. The SMILES is CCN(C)PC.

Geometry (Å):
C -1.95390 1.13395 -1.07235
C -0.47940 1.25325 -0.48197
N 0.15593 -0.05605 -0.05219
C 0.53528 -0.76849 -1.23196
P 1.39292 0.06395 1.16076
C 1.05284 -1.43612 2.12079
H -2.56342 0.55895 -0.47521
H -2.35580 2.13279 -1.14255
H -1.88635 0.82655 -2.05360
H 0.14305 1.85848 -1.19211
H -0.46719 1.86916 0.48668
H 1.48099 -1.25320 -1.19874
H -0.07551 -1.59643 -1.51732
H 0.66090 -0.19845 -2.20071
H 0.66318 0.91312 1.98885
H 1.43677 -2.21455 1.42798
H 0.26960 -1.69318 2.80116
H 1.99012 -1.39372 2.63247

Forces on the atoms, in the same order (eV/Å):
C 3.196 2.140 1.185
C -0.439 0.558 1.946
N -1.045 2.099 -1.420
C 0.664 -0.231 -2.084
P -0.852 -0.058 -0.380
C 2.425 -0.559 -1.275
H -1.302 -1.470 1.211
H -0.175 0.472 0.223
H -0.029 -1.237 -2.100
H -0.232 -0.779 0.318
H -0.482 -0.644 -1.405
H 1.292 -0.331 0.737
H -1.193 -0.498 0.120
H -0.402 0.213 1.098
H -0.137 0.555 0.228
H -1.194 -0.248 0.223
H -0.776 0.071 -0.166
H 0.681 -0.053 1.543

Mulliken atomic charge list, values in e, 8 entries:
1 C -1.289
2 C -0.480
3 N 0.016
4 C -1.124
5 P -0.105
6 C -0.952
7 H 0.383
8 H 0.388


ORCA calculation (wB97M-V/def2-TZVPD) on a cluster of 2 separate species, C4H12NPS2 in total at a distorted geometry.

As for the frontier orbital gap: 9.0059 eV. As for the spin multiplicity: 1. For the HOMO energy, the calculation gives -8.323 eV. As for the energy above the lowest of the compared OMol25 structures with the same formula, charge and spin: 348.9 kJ/mol. The SMILES is CCP(S)S.C=NC.

Geometry (Å):
C 0.80980 2.89406 1.45954
C 0.23684 1.49777 1.67599
P 0.87078 0.13691 0.59733
S 0.53505 1.12958 -1.38483
S 2.86350 0.44340 1.09688
H 1.79646 2.87575 1.65188
H 0.56075 3.06479 0.47247
H 0.34608 3.60906 2.28638
H -0.77398 1.44125 1.64418
H 0.35410 1.20736 2.65940
H 0.38099 -0.05847 -2.07530
H 3.32366 -0.38081 -0.01058
C -2.42954 -1.52618 -1.49711
N -1.23621 -1.46916 -1.17725
C -0.52725 -2.71721 -1.13774
H -2.85189 -0.58504 -1.39145
H -3.13270 -2.43208 -1.58926
H -0.44952 -2.94114 -0.07145
H -0.99664 -3.62879 -1.43511
H 0.31974 -2.56104 -1.77396

Forces on the atoms, in the same order (eV/Å):
C -4.076 -0.075 3.212
C 2.351 0.234 -0.929
P -1.100 0.326 -1.004
S 0.471 -0.918 0.482
S 1.601 -1.127 -1.906
H 3.509 0.151 0.248
H -0.246 1.610 -1.937
H 0.671 -1.134 -2.153
H -3.387 0.222 -0.909
H 1.003 -0.974 2.338
H 0.055 0.942 0.715
H -0.588 1.179 1.869
C -2.165 -1.061 0.712
N 0.815 -1.546 -0.531
C -0.061 0.025 1.123
H -1.744 1.706 -0.455
H 1.366 0.957 -0.279
H 1.480 0.301 0.016
H -1.187 -0.444 -1.084
H 1.230 -0.374 0.471

Mulliken atomic charge list, values in e, 8 entries:
1 C -1.006
2 C -1.090
3 P 0.329
4 S -0.274
5 S -0.318
6 H 0.374
7 H 0.330
8 H 0.274


How do the records compare in LUMO energy? In the order shown, they have -3.174; -10.025; 3.407; 3.794; -3.306; -3.201; 1.116; 0.683 eV.